# C55H62BN11OS5Ti

A molecular structure, C55H62BN11OS5Ti (ωB97M-V/def2-TZVPD, the Open Molecules 2025 dataset).

Atoms and positions in Å:
1 Ti 1.5399 -0.4072 0.0042
2 C -2.1831 4.7502 -2.0599
3 C -2.7271 4.2012 -0.7928
4 C -3.9087 4.5850 -0.2008
5 C -4.3215 4.0246 1.0312
6 N -3.6224 3.0697 1.6202
7 N -2.5174 2.6878 1.0474
8 B -1.3921 1.6191 1.2811
9 N -0.6691 1.8116 2.5912
10 N -1.5574 1.8575 3.5807
11 C -1.1979 2.1534 4.7932
12 C 0.1553 2.4734 5.0756
13 C 1.0965 2.3908 4.0799
14 C 2.5407 2.6522 4.3002
15 C 0.6589 1.9877 2.7781
16 S 1.7797 1.7473 1.5229
17 C -2.3001 2.1645 5.8262
18 C -2.5134 3.6115 6.2926
19 C -1.8966 1.2904 7.0178
20 C -3.5924 1.6212 5.2082
21 N -1.9582 0.2035 1.1092
22 N -3.1614 0.2217 0.5432
23 C -3.9238 -0.8322 0.5248
24 C -3.5333 -2.0123 1.2031
25 C -2.2695 -2.0891 1.7205
26 C -1.7701 -3.3004 2.4253
27 C -1.4103 -0.9546 1.5596
28 S 0.2374 -1.1136 1.9552
29 C -5.2363 -0.7180 -0.2050
30 C -5.4108 -1.9084 -1.1561
31 C -6.3680 -0.7206 0.8303
32 C -5.2666 0.5862 -1.0038
33 C -2.0290 3.2168 -0.0785
34 S -0.5121 2.4331 -0.2646
35 C -5.5508 4.5342 1.7528
36 C -5.0627 5.2106 3.0431
37 C -6.4442 3.3494 2.1321
38 C -6.3457 5.5364 0.9102
39 H -2.8680 5.4703 -2.4978
40 H -1.9947 3.9432 -2.7682
41 H -1.2266 5.2323 -1.8574
42 H -4.5275 5.3303 -0.6703
43 H 0.4443 2.7625 6.0730
44 H 2.7368 2.9567 5.3235
45 H 2.9003 3.4190 3.6144
46 H 3.1074 1.7470 4.0797
47 H -1.6062 4.0199 6.7296
48 H -3.2963 3.6408 7.0459
49 H -2.8142 4.2439 5.4605
50 H -1.0234 1.6843 7.5288
51 H -1.6807 0.2739 6.6980
52 H -2.7164 1.2576 7.7289
53 H -3.8604 2.1861 4.3198
54 H -4.4018 1.6850 5.9300
55 H -3.4655 0.5800 4.9209
56 H -4.2139 -2.8435 1.3009
57 H -2.5608 -4.0396 2.5361
58 H -1.3836 -3.0275 3.4078
59 H -0.9354 -3.7452 1.8807
60 H -5.4616 -2.8526 -0.6205
61 H -4.5937 -1.9589 -1.8723
62 H -6.3394 -1.7882 -1.7072
63 H -6.3632 -1.6297 1.4254
64 H -7.3214 -0.6581 0.3141
65 H -6.2778 0.1288 1.5017
66 H -4.4309 0.6253 -1.6988
67 H -5.1917 1.4396 -0.3359
68 H -6.1948 0.6501 -1.5637
69 H -4.5479 4.4810 3.6626
70 H -5.9151 5.6018 3.5916
71 H -4.3862 6.0325 2.8208
72 H -5.8612 2.6038 2.6647
73 H -6.8843 2.8965 1.2475
74 H -7.2461 3.6952 2.7774
75 H -5.7626 6.4308 0.6980
76 H -7.2278 5.8497 1.4621
77 H -6.6821 5.0902 -0.0250
78 C 3.1742 2.3139 -2.8730
79 C 2.2037 1.4216 -2.1691
80 N 2.5756 0.8222 -1.0595
81 N 3.8810 0.9053 -0.6903
82 C 4.3531 0.1347 0.2388
83 S 3.5159 -1.0428 1.1666
84 S 6.0974 0.2920 0.5454
85 C 6.7971 -0.6701 -0.8824
86 C 6.8424 -2.1267 -0.5551
87 C 8.0182 -2.7373 -0.1286
88 C 8.0255 -4.0862 0.1873
89 C 6.8636 -4.8368 0.1054
90 C 5.6876 -4.2341 -0.3102
91 C 5.6835 -2.8909 -0.6331
92 C 0.9108 1.1356 -2.7753
93 C 0.5839 1.6670 -4.0321
94 C -0.6252 1.4038 -4.6457
95 C -1.5687 0.5939 -4.0258
96 C -1.2771 0.0343 -2.7989
97 C -0.0597 0.2874 -2.1653
98 O 0.1610 -0.2360 -0.9711
99 H 4.0167 2.5084 -2.2164
100 H 3.5436 1.8423 -3.7832
101 H 2.7051 3.2564 -3.1441
102 H 6.1925 -0.4449 -1.7599
103 H 7.7938 -0.2513 -1.0059
104 H 8.9256 -2.1554 -0.0494
105 H 8.9437 -4.5522 0.5115
106 H 6.8679 -5.8833 0.3733
107 H 4.7690 -4.7995 -0.3752
108 H 4.7688 -2.4134 -0.9495
109 H 1.3010 2.2881 -4.5429
110 H -0.8344 1.8323 -5.6113
111 H -2.5232 0.4043 -4.4917
112 H -1.9843 -0.5975 -2.2783
113 N 3.9520 -5.9258 -4.5152
114 C 5.0232 -6.3129 -5.2716
115 C 5.4094 -7.5259 -5.8243
116 C 6.5905 -7.5310 -6.5360
117 C 7.3800 -6.3808 -6.6941
118 C 7.0181 -5.1772 -6.1438
119 C 5.8192 -5.1420 -5.4242
120 N 5.2283 -4.1133 -4.7812
121 C 4.1196 -4.5892 -4.2435
122 C 3.3145 -3.7340 -3.4219
123 C 2.2101 -4.0600 -2.6162
124 C 1.6907 -3.1107 -1.7515
125 N 2.1739 -1.8615 -1.6246
126 C 3.1677 -1.5291 -2.4740
127 C 3.7344 -2.3953 -3.3680
128 H 3.1825 -6.5119 -4.2389
129 H 4.8106 -8.4150 -5.7012
130 H 6.9289 -8.4526 -6.9804
131 H 8.2958 -6.4549 -7.2603
132 H 7.6172 -4.2877 -6.2510
133 H 1.7671 -5.0452 -2.6426
134 H 0.8325 -3.3555 -1.1242
135 H 3.5662 -0.5287 -2.4339
136 H 4.5511 -2.0929 -4.0044

Force components x, y, z for each atom (eV/Å):
Ti 0.776 -1.797 3.765
C 0.075 -0.006 -0.001
C -0.282 -0.117 0.378
C 0.464 -0.300 0.013
C 0.214 0.040 -0.327
N -0.700 -0.157 0.639
N 0.288 0.711 -0.979
B 0.402 0.321 -0.228
N 1.147 0.121 0.565
N -0.653 -0.198 -0.045
C 0.115 0.046 -0.153
C 0.195 -0.101 -0.612
C -0.491 0.010 0.246
C 0.200 -0.029 0.046
C -0.548 -0.177 -0.152
S 0.524 -0.055 -0.263
C -0.213 -0.016 0.135
C 0.029 -0.188 -0.096
C -0.006 0.087 -0.177
C 0.166 0.139 0.115
N 0.053 -1.456 0.342
N -0.323 0.363 -0.271
C 0.180 -0.286 0.106
C 0.433 0.356 0.056
C -0.262 0.266 -0.213
C 0.141 -0.163 0.019
C -0.904 0.405 -0.297
S 0.819 -0.086 0.274
C -0.233 0.129 -0.121
C 0.081 0.161 0.129
C 0.128 0.030 -0.108
C -0.051 -0.198 0.131
C -0.483 0.242 0.056
S -0.206 0.382 0.175
C -0.161 -0.061 0.300
C -0.080 -0.074 -0.186
C 0.130 0.123 -0.062
C 0.161 -0.191 0.157
H 0.035 0.040 -0.073
H -0.005 -0.027 -0.099
H 0.057 0.106 -0.087
H -0.023 0.104 -0.102
H 0.080 0.020 0.138
H -0.009 0.043 0.057
H 0.036 0.044 0.021
H 0.084 -0.003 0.025
H 0.104 0.118 0.086
H -0.063 0.017 0.091
H -0.027 0.108 -0.088
H 0.133 0.036 0.129
H 0.024 -0.151 -0.011
H -0.073 -0.012 0.130
H -0.114 0.027 -0.075
H -0.058 0.011 0.136
H -0.046 -0.132 -0.063
H -0.074 -0.090 -0.012
H 0.016 0.025 0.012
H -0.022 -0.067 0.046
H -0.029 -0.042 0.014
H -0.014 -0.134 0.031
H 0.100 -0.038 -0.128
H -0.093 -0.029 -0.066
H -0.041 -0.146 0.084
H -0.161 0.005 -0.011
H -0.012 0.138 0.105
H 0.072 0.073 -0.144
H -0.027 0.158 0.010
H -0.124 0.010 -0.065
H 0.077 -0.015 0.136
H -0.068 0.062 0.097
H 0.100 0.123 0.026
H -0.016 -0.138 0.090
H -0.082 -0.121 -0.124
H -0.139 0.004 0.067
H 0.001 0.105 -0.055
H -0.070 -0.001 0.068
H -0.043 0.019 -0.096
C 0.125 0.075 0.314
C 0.588 -0.069 0.112
N -0.482 0.818 -1.192
N 1.680 0.951 -0.028
C -0.040 0.013 -0.398
S 0.260 -0.577 0.453
S 0.176 0.222 -0.045
C -0.280 0.107 0.476
C 0.078 -0.247 -0.033
C -0.193 0.077 -0.144
C 0.096 -0.035 0.108
C -0.036 -0.047 0.001
C -0.002 0.043 0.016
C 0.054 0.112 -0.168
C -0.812 -0.505 0.112
C 0.099 -0.091 0.237
C -0.093 0.024 -0.029
C 0.266 0.137 0.015
C 0.380 -0.117 0.545
C -0.455 0.662 -2.149
O -2.226 0.239 -1.266
H 0.005 0.028 -0.113
H -0.005 -0.064 -0.095
H -0.123 0.012 -0.066
H 0.066 0.051 -0.019
H -0.019 0.040 -0.075
H 0.100 0.024 -0.001
H 0.077 -0.039 0.027
H 0.057 -0.063 -0.012
H -0.057 -0.108 0.016
H 0.040 -0.124 0.049
H 0.047 0.096 -0.052
H -0.013 0.064 -0.141
H -0.067 -0.042 -0.085
H -0.066 -0.035 -0.008
N -0.280 0.247 0.251
C 0.787 0.514 -0.287
C -0.017 -0.135 -0.090
C -0.202 -0.142 0.124
C 0.126 0.133 -0.029
C -0.168 -0.121 0.036
C -0.332 -1.053 -0.109
N -0.606 0.474 0.465
C 0.867 -0.430 -0.703
C -0.589 0.946 0.747
C 0.345 0.032 -0.243
C -0.247 0.072 0.214
N 0.232 -0.073 -0.123
C 0.052 -0.031 -0.286
C -0.254 -0.328 0.043
H 0.040 0.036 0.006
H 0.007 -0.144 -0.046
H 0.021 -0.133 -0.064
H 0.069 -0.013 -0.042
H 0.075 0.089 -0.022
H -0.032 -0.033 0.094
H 0.243 -0.015 -0.064
H -0.001 -0.162 0.055
H 0.029 0.112 0.052

Total charge ... +2
Molar mass ... 1112.2 g mol⁻¹
HOMO-LUMO gap ... 0.2098 hartree
LUMO level ... -6.13 eV
Energy above the lowest of the compared OMol25 structures with the same formula, charge and spin ... 2.216 eV

Atomic partial charges in e from the Löwdin method, atoms 1 to 99:
1 Ti 0.57
2 C -0.01
3 C -0.20
4 C 0.10
5 C -0.18
6 N 0.21
7 N 0.01
8 B -0.79
9 N 0.00
10 N 0.18
11 C -0.19
12 C 0.10
13 C -0.22
14 C -0.05
15 C -0.57
16 S 0.74
17 C -0.54
18 C -0.02
19 C -0.03
20 C -0.05
21 N 0.05
22 N 0.19
23 C -0.19
24 C 0.10
25 C -0.23
26 C -0.05
27 C -0.53
28 S 0.79
29 C -0.54
30 C -0.03
31 C -0.02
32 C -0.04
33 C -0.43
34 S 1.10
35 C -0.54
36 C -0.03
37 C -0.04
38 C -0.05
39 H 0.09
40 H 0.09
41 H 0.10
42 H 0.12
43 H 0.13
44 H 0.09
45 H 0.09
46 H 0.09
47 H 0.09
48 H 0.10
49 H 0.08
50 H 0.08
51 H 0.09
52 H 0.09
53 H 0.05
54 H 0.09
55 H 0.08
56 H 0.13
57 H 0.09
58 H 0.09
59 H 0.08
60 H 0.08
61 H 0.09
62 H 0.10
63 H 0.09
64 H 0.10
65 H 0.08
66 H 0.08
67 H 0.06
68 H 0.10
69 H 0.06
70 H 0.10
71 H 0.09
72 H 0.07
73 H 0.08
74 H 0.09
75 H 0.09
76 H 0.10
77 H 0.09
78 C 0.02
79 C -0.22
80 N -0.21
81 N -0.06
82 C -1.07
83 S 0.63
84 S 0.92
85 C -0.36
86 C -0.30
87 C -0.03
88 C -0.07
89 C -0.08
90 C -0.07
91 C -0.09
92 C -0.13
93 C 0.00
94 C -0.05
95 C -0.04
96 C 0.01
97 C -0.36
98 O -0.26
99 H 0.09